{
  "formula": "C5H10SSe2",
  "method": "the ωB97M-V functional and the def2-TZVPD basis",
  "energy_ha": -5397.4901,
  "e_lumo_ev": 0.58,
  "relative_energy_kcal_mol": 0.0,
  "symbols": ["S", "C", "C", "C", "Se", "C", "C", "Se", "H", "H", "H", "H", "H", "H", "H", "H", "H", "H"],
  "coordinates": [[2.87386, -2.01396, -0.56415], [2.23466, -0.68039, 0.50146], [0.89785, -0.15394, -0.02754], [-0.29617, -1.05981, 0.60212], [-1.97504, -0.54460, -0.35889], [-2.14219, 1.37055, 0.11957], [-0.92201, 2.18947, -0.34857], [0.75028, 1.73109, 0.54490], [3.58417, -1.20752, -1.50043], [2.08988, -1.20973, 1.50298], [3.04988, 0.18502, 0.43208], [1.08167, -0.06378, -1.13365], [-0.08891, -2.13054, 0.65822], [-0.28683, -0.66547, 1.69383], [-2.49276, 1.51732, 1.18805], [-3.04796, 1.49458, -0.42020], [-0.87393, 2.14862, -1.51060], [-1.21867, 3.13898, -0.09464]],
  "forces_ev_per_a": [[1.0, 0.7, -1.2], [1.3, 0.9, 0.3], [0.0, -0.8, 0.1], [1.1, 3.1, 0.4], [0.5, -0.6, 0.9], [0.7, -1.4, 1.2], [-1.1, -2.4, -2.0], [-0.3, 0.0, -0.1], [-1.0, -1.0, 1.2], [0.6, 1.3, -1.0], [-1.7, -1.9, 0.9], [-1.1, -0.6, 0.9], [-0.2, 0.1, -0.6], [-0.5, -0.8, -1.7], [1.1, -0.2, -1.0], [-0.7, 0.9, -1.0], [0.2, -0.1, 2.0], [0.1, 2.7, 0.6]]
}